The following is a quantum chemistry calculation of a structure of composition C43H105N6O13V in a non-equilibrium geometry, from OMol25.

Calculated values
E_tot = -107526.535 eV
Highest occupied orbital energy (alpha / beta) = -8.89 / -8.84 eV

Structure (ORCA input):
```
! RIJCOSX wB97M-V def2-TZVPD def2/J DEFGRID3
* xyz 1 2
C 4.930 2.656 -0.956
C 3.584 0.280 -4.837
C -1.510 1.507 -6.975
C -1.599 -3.791 -0.685
H -5.137 2.395 -1.392
H 3.221 0.067 -3.831
H -2.746 -3.528 4.998
H 5.160 2.531 1.268
H 4.670 0.145 1.455
H 1.043 5.306 -5.977
C -2.654 0.495 -6.725
H 3.647 -8.910 5.392
H 1.256 -5.750 3.860
C 2.150 -4.053 4.796
C -3.147 -2.535 5.201
H -3.196 -2.812 -1.160
H -2.521 -2.272 6.053
H 1.076 2.123 -7.476
H 2.347 4.514 0.292
H -2.810 -2.875 -6.821
H -4.240 0.791 -2.894
H -4.989 1.496 2.881
H -0.095 2.365 7.925
H -3.071 -1.218 1.653
H 5.621 3.491 -1.074
H 2.979 -3.928 4.100
H 1.332 1.352 1.900
C 2.666 -8.969 5.862
H -0.190 -4.432 -3.175
H -4.603 -0.742 3.924
O 0.157 -2.530 -3.273
H 2.588 -1.179 0.876
O 2.851 -8.853 7.315
C -3.916 1.676 2.952
C 5.218 1.904 0.378
C -0.995 2.617 5.508
H -2.938 -1.810 -5.371
H 2.693 -6.339 6.291
C 1.428 5.267 -4.958
C -0.550 3.475 1.978
H 3.203 2.799 -3.118
H 3.720 5.243 -0.507
H -4.141 -1.787 -6.722
H -0.585 -1.296 -4.727
C 0.009 3.417 7.662
H 4.843 -0.046 -0.280
H 4.465 0.920 -4.857
C 1.755 -7.863 5.284
N 2.653 1.891 -0.707
H 3.025 -10.847 7.666
C -3.535 -0.554 4.035
H -1.099 -4.709 1.196
C 0.132 -0.056 -3.031
H 3.336 -9.859 9.066
H 1.686 2.158 -4.462
C -1.554 4.753 -1.312
H -1.334 5.753 -1.686
H 1.009 3.649 7.296
H -0.555 -3.783 -0.998
H 2.720 2.690 -5.703
O -0.982 0.869 0.445
H -3.472 0.627 -7.432
O -2.252 -2.645 -1.203
N -0.365 1.340 -6.107
O 1.229 2.278 -0.714
C 2.944 0.898 0.365
C -1.009 3.715 6.570
H 2.968 -0.868 -0.903
C 2.415 1.253 1.826
C 3.494 -9.918 7.989
H -1.583 -5.922 -1.124
H -1.056 4.076 2.733
H -1.230 -2.934 1.243
C 1.952 1.945 -5.497
H -0.120 4.001 -2.256
H -1.568 2.739 -3.994
H 0.512 3.721 1.976
H 1.428 -0.456 -0.242
H -2.167 -4.856 -2.417
C -1.619 3.690 -3.463
H 0.674 -3.958 -4.687
H -1.088 5.804 -3.789
H -1.028 -0.976 -1.854
C 3.307 3.643 -2.436
H -0.045 0.394 -6.257
C -3.129 0.363 2.895
H -4.675 1.483 0.018
H -1.473 1.722 5.907
H 2.832 2.169 2.245
N -3.429 -0.275 1.587
N -1.042 3.631 -2.074
C -2.200 -5.050 -1.345
H -1.182 1.501 -8.015
C -3.092 -1.891 -6.447
H 3.890 -0.722 -5.137
C 0.252 -1.329 -4.029
C -0.993 4.774 0.076
H 2.222 -9.919 5.563
H -4.057 3.135 -0.390
C -0.119 -3.704 -3.984
H -1.289 4.805 -5.228
H -1.323 5.635 0.657
H 6.270 1.663 0.527
O -2.815 -1.787 4.035
H -3.419 0.001 4.966
H -3.259 -5.161 -1.113
C -4.285 2.137 -0.763
O -2.297 -0.833 -7.025
C 0.776 2.191 -6.430
H 0.461 3.228 -6.311
C 4.467 0.621 0.496
C -1.662 -3.848 0.835
H -4.201 -2.565 5.480
H -3.062 0.613 -5.721
H -2.064 0.598 2.923
C 1.569 -5.476 4.867
N -1.043 -0.013 -2.159
O -3.154 1.588 -1.360
H -3.940 -0.290 -1.636
H 0.260 -3.693 2.842
O 0.521 4.513 -4.185
H -1.065 -3.693 -4.525
O 1.215 -3.062 4.607
C 0.747 -2.811 3.258
H 2.371 4.732 -4.846
H 2.617 0.444 2.528
H 0.071 4.941 -0.095
H 5.166 1.958 -1.759
H 2.616 -3.913 5.772
H -3.763 2.201 3.895
H -2.633 4.660 -1.193
V -1.019 1.795 -0.852
H -2.049 0.807 -3.761
C -0.853 4.835 -4.229
H -1.940 2.497 -6.821
H -0.631 2.472 2.397
H 1.470 6.299 -4.610
H -0.155 4.030 8.549
H -2.327 4.601 7.745
H -2.699 3.834 -3.485
H 0.980 -0.095 -2.347
H -3.717 2.360 2.127
O 2.545 0.652 -5.754
H 0.280 0.852 -3.614
H 1.129 -1.292 -4.676
H 1.562 -8.026 4.223
C 3.386 4.344 0.010
H 4.177 4.215 -2.758
H -0.059 -2.078 3.261
H -0.845 4.719 6.179
H 0.766 -7.765 5.732
C 3.499 3.116 -0.987
C -3.447 0.496 -2.207
H -2.450 -0.855 -3.486
H 4.570 -9.907 7.815
H -2.658 -4.015 1.245
C -2.229 0.079 -2.970
H -4.438 -0.320 1.603
O -1.125 3.527 0.670
H -0.030 2.318 5.098
O -2.255 3.779 7.254
H -1.529 2.941 4.614
N 2.472 -6.516 5.322
H 2.401 4.245 -2.512
H 4.091 4.328 0.841
H 1.531 -2.494 2.570
H 0.650 -5.392 5.446
C 2.486 -0.523 0.012
*
```